# 1
This record from the Open Molecules 2025 dataset describes the molecule C4H6O2. The level of theory is ωB97M-V/def2-TZVPD.

Calculated values
Charge: 0
Frontier orbital gap, hartree: 0.4092
ΔE to the lowest compared entry with this formula, charge and spin, kJ/mol: 0.0
HOMO, eV: -10.29
E_tot, eV: -8340.4611
SMILES: O=C1CCCO1

Geometry (Å):
O1 -1.92 0.44 -1.75
C1 -1.12 0.18 -0.89
C2 -0.01 1.05 -0.33
C3 0.94 0.02 0.29
C4 -0.03 -1.10 0.68
O2 -1.12 -1.01 -0.24
H1 0.41 1.69 -1.09
H2 -0.47 1.68 0.44
H3 1.66 -0.33 -0.46
H4 1.49 0.41 1.15
H5 -0.40 -0.98 1.70
H6 0.40 -2.10 0.58

Charges per atom according to natural (NBO) partitioning, unit e:
1 O -0.558
2 C 0.788
3 C -0.528
4 C -0.431
5 C -0.071
6 O -0.491
7 H 0.244
8 H 0.235
9 H 0.213
10 H 0.222
11 H 0.179
12 H 0.197

=====

# 2
This record from the Open Molecules 2025 dataset describes the molecule C4H6O2 in a non-equilibrium geometry. The level of theory is ωB97M-V/def2-TZVPD.

Calculated values
Charge: 0
Frontier orbital gap, hartree: 0.3598
ΔE to the lowest compared entry with this formula, charge and spin, kJ/mol: 237.5
HOMO, eV: -9.30
E_tot, eV: -8337.9995
SMILES: CC(=O)CC=O

Geometry (Å):
C1 0.18 0.07 -1.77
C2 0.46 -0.45 -0.32
O1 1.67 -0.40 -0.35
C3 -0.23 -0.51 0.95
C4 -0.47 0.82 1.49
O2 -1.41 1.54 1.40
H1 -0.43 0.98 -1.69
H2 -0.42 -0.74 -2.18
H3 1.04 0.27 -2.41
H4 -1.19 -1.00 0.80
H5 0.39 -1.11 1.61
H6 0.34 1.30 2.07

Charges per atom according to natural (NBO) partitioning, unit e:
1 C -0.659
2 C 0.567
3 O -0.539
4 C -0.624
5 C 0.445
6 O -0.491
7 H 0.220
8 H 0.209
9 H 0.242
10 H 0.247
11 H 0.267
12 H 0.116

=====

# 3
This record from the Open Molecules 2025 dataset describes the molecule C4H6O2. The level of theory is ωB97M-V/def2-TZVPD.

Calculated values
Charge: 0
Frontier orbital gap, hartree: 0.3845
ΔE to the lowest compared entry with this formula, charge and spin, kJ/mol: 134.2
HOMO, eV: -10.06
E_tot, eV: -8339.0702
SMILES: CC(C=O)C=O

Geometry (Å):
C1 1.22 -0.23 -0.12
C2 -0.16 0.54 0.03
C3 -0.88 0.02 -1.20
O1 -0.90 0.60 -2.25
C4 -0.71 0.07 1.35
O2 -0.34 -0.97 1.84
H1 1.95 0.11 0.61
H2 1.10 -1.31 0.08
H3 1.59 -0.13 -1.14
H4 -0.19 1.64 -0.04
H5 -1.24 -1.02 -1.08
H6 -1.44 0.69 1.91

Charges per atom according to natural (NBO) partitioning, unit e:
1 C -0.603
2 C -0.446
3 C 0.457
4 O -0.507
5 C 0.432
6 O -0.512
7 H 0.230
8 H 0.242
9 H 0.221
10 H 0.242
11 H 0.117
12 H 0.128